[1]
72
Properties=species:S:1:pos:R:3:lowdin_charge:R:1 method="wB97M-V/def2-TZVPD" gap_ev=5.563 total_charge=+2 homo_energy_ev=-13.20 mol_weight_g_mol=725.054
N -1.847 4.959 2.409 0.065
C -1.527 3.952 3.222 -0.132
C -0.433 3.120 2.981 -0.034
C 0.418 3.388 1.874 -0.231
C 0.134 4.536 1.092 -0.015
C -1.039 5.257 1.387 -0.135
C 1.507 2.479 1.566 -0.057
Hg -0.236 -0.445 -0.359 0.837
P 1.096 -2.450 -1.075 0.868
C 2.292 2.530 0.447 -0.041
C 3.333 1.555 0.118 -0.229
C 4.008 1.622 -1.133 -0.024
C 4.990 0.691 -1.486 -0.110
C 5.244 -0.385 -0.625 -0.670
C 4.658 -0.445 0.646 -0.125
C 3.689 0.502 1.000 -0.033
Br 6.370 -1.835 -1.223 0.772
H 1.609 1.658 2.284 0.102
H 2.130 3.321 -0.294 0.110
H -0.260 2.264 3.634 0.105
H 0.764 4.864 0.261 0.109
H -2.155 3.794 4.103 0.118
H -1.329 6.118 0.776 0.117
H 3.745 2.417 -1.834 0.119
H 3.206 0.421 1.977 0.109
H 5.545 0.757 -2.422 0.114
H 4.955 -1.236 1.337 0.114
P -1.786 0.774 -1.967 0.829
C 1.933 -3.157 0.409 -0.391
C 3.211 -3.965 0.184 -0.123
H 1.185 -3.764 0.948 0.092
H 2.168 -2.284 1.043 0.063
H 3.500 -4.443 1.129 0.096
H 3.092 -4.760 -0.564 0.071
H 4.058 -3.332 -0.113 0.029
C 2.455 -1.885 -2.181 -0.379
C 2.962 -2.918 -3.178 -0.119
H 3.282 -1.513 -1.555 0.050
H 2.059 -1.011 -2.724 0.065
H 3.768 -2.476 -3.772 0.091
H 3.372 -3.813 -2.698 0.072
H 2.169 -3.221 -3.869 0.076
C 0.062 -3.701 -1.953 -0.384
C 0.475 -5.174 -1.857 -0.117
H 0.005 -3.409 -3.016 0.088
H -0.960 -3.585 -1.548 0.068
H -0.294 -5.793 -2.342 0.095
H 1.421 -5.388 -2.371 0.076
H 0.559 -5.512 -0.816 0.080
C -3.431 0.019 -2.227 -0.376
C -3.407 -1.507 -2.365 -0.145
H -3.825 0.479 -3.150 0.113
H -4.074 0.327 -1.385 0.089
H -4.425 -1.860 -2.572 0.092
H -2.765 -1.834 -3.194 0.069
H -3.073 -2.009 -1.448 0.058
C -1.035 0.819 -3.629 -0.392
C 0.322 1.513 -3.683 -0.138
H -1.765 1.336 -4.268 0.106
H -0.975 -0.222 -3.983 0.085
H 0.775 1.357 -4.667 0.092
H 0.221 2.593 -3.536 0.080
H 1.022 1.134 -2.930 0.038
C -2.109 2.543 -1.649 -0.387
C -3.107 2.846 -0.533 -0.129
H -2.470 2.954 -2.607 0.109
H -1.131 3.007 -1.430 0.079
H -3.216 3.933 -0.440 0.087
H -4.100 2.428 -0.745 0.073
H -2.775 2.475 0.443 0.062
O -2.538 -0.575 2.981 0.088
C -1.856 -0.138 2.175 -0.005

=====

[2]
12
Properties=species:S:1:pos:R:3:nbo_charge:R:1 method="wB97M-V/def2-TZVPD" gap_ev=9.140 homo_energy_ev=-8.36 mol_weight_g_mol=95.105
N 1.958 0.878 0.022 -0.786
C 0.709 0.298 -0.019 0.045
C 0.292 -0.604 -0.971 -0.016
N -0.918 -1.218 -0.943 -0.417
C -1.736 -0.933 0.032 0.219
N -1.365 -0.003 0.986 -0.609
C -0.174 0.645 1.017 -0.113
H 2.445 0.963 -0.854 0.375
H 2.007 1.701 0.608 0.395
H 0.945 -0.866 -1.801 0.188
H -2.704 -1.433 0.064 0.200
H -1.460 0.571 1.861 0.519

=====

[3]
10
Properties=species:S:1:pos:R:3:nbo_charge:R:1 method="wB97M-V/def2-TZVPD" gap_ev=9.231 homo_energy_ev=-9.43 mol_weight_g_mol=96.154
C -0.261 -1.481 0.502 -0.062
C -1.114 -2.243 -0.103 -0.044
C 0.418 -0.225 1.005 -0.444
C -1.268 -0.643 -0.608 -0.300
C -0.467 0.524 0.052 -0.345
S -2.245 0.547 0.203 0.266
H 0.162 0.111 2.074 0.244
H 1.401 -0.249 0.874 0.235
H -1.404 -0.886 -2.315 0.215
H -0.078 1.217 -0.574 0.233

=====

[4]
52
Properties=species:S:1:pos:R:3:nbo_charge:R:1 method="wB97M-V/def2-TZVPD" gap_ev="5.473 / 5.568" total_charge=+1 s2=8.78 homo_energy_ev="-9.58 / -9.64" spin_multiplicity=6 mol_weight_g_mol=532.803
O -2.345 2.638 -3.174 -0.759
H -2.728 2.646 -4.063 0.510
Sm -0.413 0.487 -1.020 1.684
N 1.878 -0.554 -0.956 -0.150
N 0.514 -0.351 -2.980 -0.254
N -0.132 1.089 1.350 -0.183
N -2.190 1.816 -0.111 -0.230
O 2.565 -0.482 0.158 -0.647
O 0.999 0.762 2.125 -0.562
O -3.353 2.146 -0.807 -0.539
O -0.782 -0.600 -3.080 -0.646
C 1.380 -1.418 -3.029 0.240
C 2.281 -1.426 -1.931 0.090
C -1.162 1.621 2.030 0.213
C -2.331 1.902 1.223 0.255
C 3.468 -2.322 -1.823 -0.662
H 3.475 -2.863 -0.869 0.224
H 4.403 -1.751 -1.907 0.245
H 3.458 -3.056 -2.637 0.227
C 1.248 -2.451 -4.075 -0.681
H 0.982 -1.982 -5.032 0.250
H 0.446 -3.161 -3.823 0.251
H 2.178 -3.015 -4.209 0.226
C -1.141 1.933 3.486 -0.687
C -3.623 2.328 1.821 -0.694
H -0.120 2.048 3.859 0.268
H -1.646 1.148 4.069 0.246
H -1.693 2.862 3.668 0.248
H -4.459 2.012 1.191 0.275
H -3.665 3.425 1.905 0.263
H -3.755 1.911 2.828 0.237
H 1.623 0.320 1.471 0.523
H -3.047 2.360 -1.736 0.518
C -0.914 2.886 -3.266 -0.273
H -0.371 1.988 -3.589 0.214
H -0.557 3.219 -2.279 0.185
H -0.717 3.700 -3.986 0.212
O 1.538 2.324 -1.009 -0.937
H 1.575 2.939 -0.253 0.500
H 2.338 1.765 -0.898 0.525
S -1.271 -1.919 0.113 -0.236
C -0.331 -2.183 1.520 0.366
N -0.702 -1.925 2.792 -0.578
C 0.317 -2.273 3.772 -0.228
C 1.446 -2.821 2.903 -0.229
N 0.900 -2.733 1.563 -0.558
H -1.600 -1.524 3.021 0.425
H -0.058 -3.025 4.473 0.217
H 0.630 -1.387 4.336 0.215
H 1.692 -3.857 3.151 0.218
H 2.356 -2.215 2.987 0.222
H 1.417 -2.981 0.728 0.441

=====

[5]
87
Properties=species:S:1:pos:R:3:lowdin_charge:R:1 method="wB97M-V/def2-TZVPD" smiles="CCC[C@H](C)[C@]1(CCCCCCOC(C)=O)OS(=O)(=O)[C@H](OCC)[C@@](CCCI)(COC)[C@H]1[C@@H](Br)CC" gap_ev=9.389 homo_energy_ev=-9.13 mol_weight_g_mol=725.565
C -5.009 -0.906 -2.699 -0.103
C -4.521 0.490 -2.268 -0.231
C -2.982 0.515 -2.171 -0.162
C -2.516 0.923 -0.771 -0.289
C -2.756 2.415 -0.529 -0.017
C -1.074 0.481 -0.439 -0.322
C -0.998 -1.038 -0.282 -0.117
C -2.092 -1.748 0.538 -0.156
C -2.024 -1.650 2.067 -0.179
C -1.047 -2.680 2.658 -0.208
C -1.651 -4.071 2.749 -0.167
C -0.615 -5.113 3.163 -0.184
O -0.517 -5.197 4.591 -0.014
C 0.423 -4.392 5.176 -0.495
C 1.837 -4.489 4.673 0.008
O 0.113 -3.638 6.099 0.093
O -0.872 1.063 0.894 -0.187
S 0.540 0.967 1.599 0.688
O 0.743 -0.272 2.296 -0.258
O 0.678 2.150 2.390 -0.219
C 1.735 1.054 0.227 -0.299
O 2.885 1.606 0.772 -0.099
C 3.969 0.705 0.951 -0.237
C 3.882 -0.071 2.259 -0.055
C 1.136 1.890 -0.925 -0.285
C 0.720 3.290 -0.432 -0.157
C 0.384 4.264 -1.571 -0.307
C -0.514 5.396 -1.096 -0.599
I 0.640 6.761 0.130 0.760
C 2.296 2.108 -1.930 -0.160
O 3.072 3.249 -1.570 -0.189
C 4.411 3.102 -1.961 -0.087
C -0.076 1.094 -1.504 -0.178
C 0.170 0.170 -2.724 -0.558
Br 0.026 1.259 -4.388 0.768
C 1.407 -0.705 -2.895 -0.281
C 1.511 -1.965 -2.027 -0.083
H -4.798 -1.625 -1.909 0.067
H -4.409 -1.228 -3.549 0.072
H -6.059 -0.914 -2.966 0.069
H -4.963 0.685 -1.295 0.103
H -4.886 1.189 -3.015 0.106
H -2.666 -0.516 -2.324 0.097
H -2.550 1.128 -2.957 0.094
H -3.192 0.435 -0.075 0.130
H -2.125 3.042 -1.152 0.069
H -3.780 2.617 -0.843 0.087
H -2.700 2.673 0.521 0.095
H -1.024 -1.532 -1.247 0.095
H -0.043 -1.338 0.144 0.096
H -3.090 -1.530 0.169 0.099
H -1.959 -2.805 0.303 0.107
H -1.825 -0.653 2.433 0.095
H -3.015 -1.919 2.438 0.114
H -0.747 -2.342 3.645 0.117
H -0.179 -2.719 1.999 0.104
H -2.032 -4.392 1.777 0.110
H -2.491 -4.099 3.440 0.126
H 0.336 -4.832 2.712 0.109
H -0.888 -6.096 2.795 0.123
H 2.530 -4.424 5.501 0.089
H 2.034 -5.392 4.102 0.084
H 2.032 -3.643 4.015 0.088
H 1.965 0.071 -0.184 0.126
H 4.102 0.050 0.087 0.120
H 4.855 1.334 0.999 0.121
H 3.433 0.588 2.996 0.088
H 4.877 -0.311 2.623 0.078
H 3.270 -0.960 2.154 0.064
H -0.164 3.244 0.199 0.100
H 1.502 3.701 0.194 0.106
H -0.035 3.753 -2.440 0.095
H 1.307 4.725 -1.910 0.086
H -0.895 5.993 -1.913 0.039
H -1.306 5.069 -0.435 0.024
H 2.974 1.258 -1.864 0.104
H 1.960 2.263 -2.951 0.080
H 4.918 4.047 -1.802 0.095
H 4.911 2.331 -1.369 0.081
H 4.501 2.833 -3.017 0.094
H -0.683 1.882 -1.934 0.072
H -0.690 -0.470 -2.853 0.059
H 2.355 -0.182 -2.852 0.088
H 1.360 -1.088 -3.913 0.091
H 1.688 -1.770 -0.975 0.053
H 2.342 -2.564 -2.391 0.081
H 0.625 -2.579 -2.161 0.077

=====

[6]
73
Properties=species:S:1:pos:R:3:lowdin_charge:R:1 method="wB97M-V/def2-TZVPD" gap_ev=7.456 homo_energy_ev=-7.10 mol_weight_g_mol=643.635
Li 0.725 0.173 0.647 0.516
S 4.563 2.393 0.238 0.957
C 5.100 0.797 0.519 -0.458
C 4.061 -0.044 0.797 -0.260
C 2.751 0.551 0.795 -0.211
C 2.906 1.880 0.495 -0.583
C 1.821 2.840 0.285 -0.307
C 2.022 4.225 0.358 -0.042
C 0.987 5.086 0.066 -0.069
C -0.244 4.560 -0.306 -0.082
C -0.372 3.185 -0.319 -0.179
N 0.607 2.334 -0.020 0.077
H 6.153 0.563 0.460 0.052
H 4.243 -1.094 1.003 0.067
H 2.992 4.603 0.650 0.091
H 1.133 6.158 0.129 0.106
H -1.080 5.193 -0.574 0.098
H -1.313 2.728 -0.607 0.077
C -1.553 4.622 5.517 -0.050
C -1.877 3.675 4.395 -0.268
C -1.639 2.311 4.520 -0.027
C -1.881 1.439 3.467 -0.056
C -2.381 1.937 2.275 -0.386
C -2.643 3.293 2.133 -0.093
C -2.395 4.150 3.191 -0.037
S -2.540 0.764 0.930 0.873
C -4.254 1.089 0.497 -0.230
O -2.558 -0.589 1.549 -0.516
H -1.618 4.125 6.485 0.077
H -2.228 5.477 5.523 0.077
H -0.536 5.005 5.411 0.087
H -1.251 1.921 5.453 0.116
H -1.699 0.376 3.559 0.110
H -3.041 3.692 1.208 0.101
H -2.597 5.208 3.078 0.115
H -4.859 0.848 1.370 0.068
H -4.497 0.425 -0.332 0.046
H -4.395 2.125 0.193 0.048
O 0.251 -1.575 0.500 -0.545
As 0.318 -2.332 -0.971 1.191
C 0.384 -1.058 -2.403 -0.290
C -0.600 -0.982 -3.382 -0.093
C -0.540 0.025 -4.336 -0.082
C 0.498 0.948 -4.307 -0.076
C 1.484 0.864 -3.333 -0.061
C 1.433 -0.141 -2.380 -0.087
C -1.211 -3.458 -1.219 -0.287
C -1.078 -4.839 -1.300 -0.084
C -2.211 -5.640 -1.339 -0.077
C -3.470 -5.062 -1.285 -0.078
C -3.603 -3.682 -1.192 -0.069
C -2.476 -2.879 -1.152 -0.098
C 1.887 -3.415 -1.076 -0.309
C 2.274 -4.034 -2.259 -0.100
C 3.440 -4.783 -2.286 -0.080
C 4.210 -4.903 -1.135 -0.078
C 3.822 -4.277 0.040 -0.071
C 2.656 -3.524 0.075 -0.082
H -1.406 -1.705 -3.410 0.095
H -1.304 0.090 -5.100 0.103
H 0.538 1.735 -5.049 0.104
H 2.292 1.583 -3.306 0.114
H 2.194 -0.188 -1.606 0.092
H -0.094 -5.292 -1.333 0.098
H -2.109 -6.716 -1.402 0.105
H -4.353 -5.688 -1.303 0.105
H -4.587 -3.235 -1.132 0.106
H -2.576 -1.807 -1.036 0.094
H 1.675 -3.931 -3.157 0.111
H 3.753 -5.265 -3.203 0.104
H 5.124 -5.482 -1.160 0.104
H 4.432 -4.366 0.930 0.108
H 2.341 -3.006 0.973 0.106

=====

Respective F_max values: 2.94; 3.11; 6.03; 4.01; 2.71; 0.48 eV/Å.